ORCA calculation (ωB97M-V with the def2-TZVPD basis set) on a structure of composition C46H47ILaN4O5Si.

Last column: Mulliken charge in e.
Cartesian coordinates (Å):
La 0.3117 0.1837 0.7958  0.35
O -2.9759 3.4670 2.0846  -0.64
C -2.3734 3.9426 3.1810  0.22
C -2.8379 5.1343 3.7370  -0.71
C -2.2673 5.6413 4.8845  -0.29
C -1.2066 4.9821 5.4902  -0.81
C -0.7359 3.8052 4.9460  -0.32
C -1.3105 3.2621 3.7990  0.28
C -0.7980 1.9944 3.2316  0.86
O -1.3788 1.4274 2.2270  -0.82
N 0.2451 1.4864 3.8404  -0.69
N 0.8403 0.4328 3.2020  0.66
C 1.4746 -0.4173 3.9413  -0.61
C 2.3091 -1.4550 3.4122  1.06
C 2.7806 -2.4444 4.2804  -0.84
C 3.6200 -3.4424 3.8471  -0.69
C 3.9915 -3.4815 2.5055  -0.68
C 3.5448 -2.5320 1.6233  -0.36
C 2.6997 -1.4699 2.0290  0.32
O 2.3691 -0.5378 1.2034  -0.71
H -2.5000 2.6219 1.8649  0.12
H -3.6483 5.6420 3.2374  0.43
H -2.6518 6.5568 5.3144  0.38
H -0.7548 5.3909 6.3823  0.39
H 0.0890 3.2736 5.3917  0.45
H 1.4131 -0.3205 5.0319  0.33
H 2.4635 -2.4122 5.3154  0.38
H 3.9817 -4.1938 4.5324  0.39
H 4.6416 -4.2686 2.1510  0.42
H 3.8280 -2.5760 0.5824  0.36
N 1.3478 0.8659 -3.3786  -0.14
C 1.8481 1.4257 -2.2646  0.41
O 1.8433 0.8628 -1.1845  -0.68
C 2.5176 2.7759 -2.4028  -1.16
I 1.3144 4.2069 -3.4423  0.00
H 0.8617 -0.0130 -3.2684  0.14
H 1.2529 1.3769 -4.2420  0.22
H 3.4444 2.6897 -2.9713  0.64
H 2.7134 3.1731 -1.4082  0.24
C -1.7063 6.5881 -0.9668  -1.93
C -0.8989 5.4246 -0.4617  0.24
C 0.1819 5.6204 0.3869  -1.04
C 0.8881 4.5176 0.8567  -0.27
C 2.0267 4.6855 1.8250  -1.85
C 0.5184 3.2505 0.4548  0.56
C -0.6147 2.9888 -0.3663  1.16
C -1.2793 4.1485 -0.8308  0.02
N -0.9247 1.6959 -0.6330  0.71
C -2.1737 1.3330 -1.3118  1.96
C -3.4413 1.8060 -0.5739  -1.90
C -2.2100 1.7833 -2.7958  -1.58
C -2.2495 -0.2019 -1.3038  -2.54
H -1.2713 7.5350 -0.6557  0.39
H -2.7202 6.5309 -0.5693  0.33
H -1.7619 6.5675 -2.0553  0.33
H 0.4710 6.6174 0.6880  0.26
H 2.2006 5.7380 2.0382  0.40
H 2.9477 4.2508 1.4341  0.29
H 1.7856 4.1788 2.7592  0.25
H 1.1056 2.3955 0.8362  0.68
H -2.1326 4.0600 -1.4797  0.22
H -3.4470 2.8742 -0.3923  0.37
H -3.5004 1.3027 0.3880  0.34
H -4.3195 1.5347 -1.1593  0.59
H -2.7354 2.7263 -2.9208  0.40
H -2.7146 1.0325 -3.4035  0.51
H -1.1973 1.9031 -3.1741  0.04
H -2.2147 -0.5729 -0.2730  0.08
H -1.4181 -0.6336 -1.8564  -0.09
H -3.1801 -0.5464 -1.7550  0.76
O 0.0195 -1.9368 -0.1566  2.18
Si 0.0475 -3.2231 -1.0493  -2.10
C -1.4957 -3.2737 -2.1827  0.57
C -1.4829 -2.6327 -3.4174  0.13
C -2.6110 -2.5522 -4.2129  -0.72
C -3.7980 -3.1173 -3.7777  -0.55
C -3.8390 -3.7552 -2.5501  -0.64
C -2.6982 -3.8267 -1.7678  -0.40
C 1.4602 -3.4251 -2.3266  0.50
C 1.2998 -4.2659 -3.4252  -0.10
C 2.3352 -4.5149 -4.3069  -0.80
C 3.5735 -3.9330 -4.0928  -0.49
C 3.7502 -3.0738 -3.0208  -0.97
C 2.6982 -2.8168 -2.1570  0.00
C 0.1897 -4.8124 -0.0075  0.47
C 0.3372 -4.6890 1.3688  -0.18
C 0.5820 -5.7871 2.1733  -0.54
C 0.6971 -7.0445 1.6050  -0.54
C 0.5384 -7.1932 0.2377  -0.73
C 0.2799 -6.0875 -0.5527  -0.21
H -0.5619 -2.1841 -3.7667  0.37
H -2.5692 -2.0473 -5.1706  0.40
H -4.6879 -3.0502 -4.3893  0.36
H -4.7653 -4.1953 -2.2027  0.39
H -2.7412 -4.3167 -0.8061  0.38
H 0.3356 -4.7238 -3.6016  0.35
H 2.1806 -5.1665 -5.1588  0.40
H 4.3957 -4.1462 -4.7629  0.37
H 4.7155 -2.6102 -2.8582  0.45
H 2.8242 -2.1271 -1.3351  0.53
H 0.2672 -3.7041 1.8080  0.07
H 0.7017 -5.6623 3.2414  0.43
H 0.9141 -7.9050 2.2238  0.37
H 0.6282 -8.1749 -0.2109  0.40
H 0.1614 -6.2196 -1.6186  0.27

**Gap between HOMO and LUMO**: 6.107 eV
**Energy relative to the best compared isomer or geometry (same formula, charge and spin)**: 0.873 eV
**Net charge**: -1
**E_tot**: -81510.164 eV
**Molecular weight**: 1029.80 g mol⁻¹
**HOMO**: -4.21 eV